[1]
Density functional theory data (the ωB97M-V functional and the def2-TZVPD basis) for a molecular structure, BaH20O10 at a distorted geometry.

Geometry as XYZ:
```
31
Properties=species:S:1:pos:R:3:mulliken_charge:R:1
Ba -0.41648 0.23939 0.08326 1.318
O -0.22548 -2.55361 0.59326 -0.457
H -0.95148 -2.75061 0.01026 0.297
H 0.36052 -3.23461 0.39426 0.244
O 1.11552 -1.35661 -1.69474 -0.487
H 1.63252 -0.54061 -1.58574 0.330
H 1.62252 -1.96961 -1.16274 0.339
O 1.86552 1.31139 -1.30174 -0.532
H 2.53252 1.10339 -1.92674 0.267
H 2.06752 2.19039 -0.98674 0.225
O 2.00952 -0.79061 1.27426 -0.464
H 2.87152 -0.39561 1.23626 0.281
H 2.12952 -1.70161 1.51626 0.247
O -0.76748 0.56339 -2.80874 -0.468
H 0.10852 1.02039 -2.92874 0.292
H -1.37648 1.22039 -3.11074 0.272
O -1.88348 -1.70761 -1.60674 -0.510
H -2.86248 -1.84661 -1.47374 0.292
H -1.86648 -1.18561 -2.40774 0.271
O -2.58448 -0.92061 1.46526 -0.503
H -2.12448 -1.36761 2.10126 0.273
H -3.23148 -1.54861 1.18326 0.275
O -0.24448 -0.25661 2.97026 -0.472
H -0.44648 0.58239 3.36326 0.290
H -0.28848 -0.84961 3.73226 0.260
O -0.67948 2.85239 -0.85674 -0.428
H -1.07948 3.26439 -1.62174 0.247
H -0.75348 3.45939 -0.10874 0.255
O 1.03652 2.14639 1.62826 -0.465
H 1.49252 1.89439 2.40526 0.240
H 0.93752 3.12839 1.62526 0.272
```

As for the total charge: +2. The calculation puts the energy at -21483.3816 eV. The value obtained for the energy relative to the best compared isomer or geometry (same formula, charge and spin) is 75.9 kJ/mol. The calculation puts the LUMO energy at -6.2 eV. The orbital gap is 11.951 eV.

***

[2]
Density functional theory data (the ωB97M-V functional and the def2-TZVPD basis) for a molecular structure, BeCl2 at a distorted geometry.

Geometry as XYZ:
```
3
Properties=species:S:1:pos:R:3:mulliken_charge:R:1
Be 0.68171 -0.42773 -0.45844 0.302
Cl 0.64931 1.13567 0.80471 -0.138
Cl -1.33102 -0.70794 -0.34627 -0.164
```

The calculation puts the energy at -25447.5181 eV. The value obtained for the energy relative to the best compared isomer or geometry (same formula, charge and spin) is 0.0 kJ/mol. The calculation puts the LUMO energy at -2.4 eV. The orbital gap is 7.553 eV.